# C58H46BrN9O9PSTl

A structure of composition C58H46BrN9O9PSTl in a non-equilibrium geometry (ωB97M-V/def2-TZVPD, the Open Molecules 2025 dataset).

Each line ends with the Mulliken charge.
Atoms and positions in Å:
Tl1 -0.4058 -1.1326 0.4903  1.4293
C1 -2.9763 -2.0511 -2.6275  -1.0952
O1 -2.0854 -0.9625 -2.4415  0.4926
C2 -2.0525 0.0020 -3.3818  0.7945
C3 -2.6959 -0.0634 -4.6054  -0.7324
C4 -2.5290 0.9898 -5.5004  -0.7379
Br1 -3.4071 0.9016 -7.1752  -0.2038
C5 -1.7515 2.0791 -5.2140  -1.4528
C6 -1.0919 2.1721 -3.9628  2.0101
C7 -1.2780 1.1238 -3.0381  -1.1056
O2 -0.6861 1.1821 -1.8409  2.2057
C8 -0.3258 3.3452 -3.7142  -0.4046
N1 0.6239 3.6413 -2.5890  2.5579
C9 1.4076 4.8048 -3.0993  0.7991
C10 2.3071 5.5907 -2.4124  -0.4615
C11 2.8559 6.6691 -3.0940  -1.0246
C12 2.4666 6.9549 -4.3996  -0.6224
C13 1.5023 6.2037 -5.0518  -0.8414
C14 0.9627 5.1252 -4.3660  -0.0453
N2 -0.0619 4.2757 -4.7046  -0.0306
H1 -2.7221 -2.6212 -3.5255  0.4607
H2 -4.0083 -1.6980 -2.6911  0.4260
H3 -2.8599 -2.6822 -1.7497  0.0254
H4 -3.3135 -0.9068 -4.8727  0.6374
H5 -1.6744 2.8649 -5.9532  0.4693
H6 -1.2920 0.7714 -1.1140  -0.9807
H7 2.5599 5.4005 -1.3788  0.5615
H8 3.5781 7.2991 -2.5959  0.4404
H9 2.9051 7.8017 -4.9090  0.4119
H10 1.1704 6.4547 -6.0493  0.4598
H11 -0.5205 4.2618 -5.5979  0.1815
O3 -1.9461 0.7245 0.1398  -0.1564
C15 -3.0555 1.1343 0.6738  -0.4891
C16 -3.3254 2.5171 0.7883  -0.6013
C17 -4.4750 2.9887 1.3799  -0.5049
C18 -5.4245 2.1041 1.8917  -1.2459
C19 -5.1963 0.7488 1.7715  -1.0777
C20 -4.0472 0.2403 1.1560  0.5267
C21 -3.9080 -1.2104 1.0068  -0.1437
N3 -2.8062 -1.9377 0.9383  0.5470
C22 -3.1970 -3.2536 0.8518  -0.9544
C23 -4.5527 -3.3333 0.8627  -0.7749
N4 -4.9914 -2.0336 0.9562  -0.0016
H12 -2.5753 3.2004 0.4042  0.2726
H13 -4.6371 4.0571 1.4595  0.4563
H14 -6.3141 2.4690 2.3850  0.3852
H15 -5.9208 0.0608 2.1945  0.4727
H16 -2.4769 -4.0533 0.8084  0.5131
H17 -5.2255 -4.1698 0.8143  0.4783
H18 -5.9485 -1.7287 0.9603  0.2302
O4 -1.0269 1.1186 3.0257  -0.5130
C24 0.1067 1.3467 3.0069  0.4201
C25 1.4137 1.7031 3.0734  0.5656
C26 2.0738 1.6946 4.3504  -1.0448
C27 3.3881 2.0542 4.4273  -0.6173
C28 4.1120 2.4305 3.2813  -0.9057
C29 3.4866 2.4270 2.0413  -0.6599
C30 2.1556 2.0807 1.8901  0.4394
P1 1.3167 1.8679 0.2979  1.4891
C31 0.5816 3.5484 -0.0683  0.3882
C32 0.1214 4.2101 1.0811  -0.8743
C33 -0.8066 5.2340 1.0417  -1.1043
C34 -1.3403 5.6502 -0.1682  -1.3281
C35 -0.8878 5.0580 -1.3302  -0.3650
C36 0.0502 4.0426 -1.2650  -0.0255
C37 2.7286 1.3684 -0.7561  0.8292
C38 3.4855 2.0922 -1.6662  -0.0260
C39 4.5355 1.4988 -2.3613  -0.6924
C40 4.8654 0.1763 -2.1288  -0.7798
C41 4.1408 -0.5524 -1.1940  -0.4419
C42 3.0770 0.0303 -0.5325  -1.2713
H19 1.5242 1.3889 5.2294  0.5694
H20 3.8821 2.0348 5.3894  0.4230
H21 5.1554 2.6990 3.3607  0.4677
H22 4.0635 2.6782 1.1588  0.4630
H23 0.4912 3.8936 2.0474  0.6458
H24 -1.1274 5.6928 1.9670  0.4575
H25 -2.0798 6.4371 -0.2106  0.4363
H26 -1.2476 5.3924 -2.2952  0.4165
H27 1.2188 2.8153 -2.4205  -0.6638
H28 3.3215 3.1418 -1.8127  0.2432
H29 5.1075 2.0897 -3.0655  0.4774
H30 5.6840 -0.2925 -2.6585  0.3860
H31 4.4061 -1.5813 -0.9903  0.5010
H32 2.5149 -0.5546 0.1872  0.4846
O5 0.6652 -8.9937 7.0134  -0.6861
S1 1.3385 -7.7307 7.2449  1.1976
O6 2.2128 -7.2954 6.1738  -0.6706
O7 1.8563 -7.5298 8.5842  -0.6858
C43 -0.0435 -6.5405 7.1858  0.0106
N5 -1.0509 -6.7118 8.0462  -0.4988
C44 -2.0443 -5.8444 7.9686  -0.3685
C45 -2.0713 -4.7993 7.0526  -0.5758
C46 -0.9738 -4.7042 6.2137  0.3415
N6 0.0294 -5.5722 6.2864  -0.2811
C47 -0.8106 -3.6599 5.1651  1.3327
C48 0.3227 -3.7009 4.3559  -0.9714
C49 0.4692 -2.7458 3.3710  -0.7687
N7 -0.4202 -1.7769 3.1425  0.2154
C50 -1.4992 -1.7333 3.9229  -0.5167
C51 -1.7311 -2.6409 4.9411  -0.9344
H33 -2.8625 -5.9848 8.6681  0.4028
H34 -2.9068 -4.1159 7.0128  0.3785
H35 1.0564 -4.4790 4.5186  0.7065
H36 1.3396 -2.7562 2.7219  0.5423
H37 -2.2074 -0.9395 3.7137  0.4575
H38 -2.6271 -2.5489 5.5385  0.2895
O8 1.2194 -0.2903 -3.9650  -0.3541
C52 1.3739 -1.4479 -4.7777  -0.9491
N8 2.7298 -1.8892 -4.7410  0.0200
C53 3.3310 -2.7502 -3.8610  -0.0201
O9 4.5316 -2.9382 -3.9097  -0.6511
C54 2.4881 -3.4930 -2.8680  0.4635
C55 2.7615 -4.8378 -2.6350  -0.5421
C56 2.0254 -5.5159 -1.6805  -0.8613
C57 1.0515 -4.8203 -0.9744  -0.4797
N9 0.8093 -3.5263 -1.1614  0.0788
C58 1.5175 -2.8835 -2.0850  0.0377
H39 0.2820 -0.1716 -3.7652  0.0471
H40 1.1248 -1.2084 -5.8154  0.3894
H41 0.7220 -2.2552 -4.4387  0.4448
H42 3.3967 -1.3785 -5.3006  0.2660
H43 3.5457 -5.3260 -3.1981  0.5260
H44 2.2063 -6.5609 -1.4731  0.4375
H45 0.4582 -5.3178 -0.2162  0.4524
H46 1.3134 -1.8226 -2.1864  0.4310

Computed properties:
Highest occupied orbital energy (spin up / spin down) in hartree: -0.244 / -0.244
Electronic energy in Eh: -6893.706325
Frontier orbital gap (spin up / spin down) in eV: 5.81 / 4.60